Molecular formula: C41H65As2NO13Si3Ti
Method: DFT, ωB97M-V with the def2-TZVPD basis set

The geometry in XYZ format:
```
126
Properties=species:S:1:pos:R:3:forces:R:3
Ti -0.816378 -0.524483 -0.657180 0.039 0.241 -0.694
C -2.918285 1.346915 -2.290907 0.208 0.251 -0.077
C -3.925157 0.438098 -1.683047 -0.210 -0.164 -0.064
O -3.204939 -0.573194 -0.988770 0.720 -0.291 0.297
C -4.087093 -1.584068 -0.457666 -0.092 -0.057 -0.167
C -4.532446 -1.217663 0.939944 -0.057 0.091 -0.014
O -3.383893 -0.760425 1.596022 0.042 -0.071 0.197
C -3.564200 0.081258 2.707432 -0.033 0.054 0.047
C -2.344524 0.986775 2.739115 0.011 0.072 -0.071
O -1.973494 1.377701 1.425780 0.014 -0.020 0.091
C -2.845000 2.308569 0.839164 -0.064 -0.093 0.067
C -2.212065 2.757863 -0.446908 -0.037 -0.046 -0.155
O -1.910684 1.662599 -1.336847 0.167 -0.132 0.103
H -3.391703 2.246455 -2.678804 -0.001 0.143 -0.054
H -2.415562 0.838593 -3.109671 0.069 -0.020 -0.093
H -4.524709 -0.012297 -2.473149 -0.086 -0.122 -0.067
H -4.591565 0.955868 -0.997578 -0.094 0.039 0.113
H -3.545581 -2.516198 -0.474873 0.072 -0.068 -0.091
H -4.948543 -1.678484 -1.115311 -0.041 -0.063 -0.100
H -4.961749 -2.098415 1.427032 -0.080 -0.040 -0.009
H -5.299017 -0.436377 0.917821 -0.044 0.075 0.034
H -3.640568 -0.495197 3.634284 -0.036 0.041 0.053
H -4.484728 0.663140 2.602105 -0.067 0.005 -0.047
H -1.483779 0.466590 3.151503 0.082 -0.008 -0.048
H -2.545720 1.870329 3.350402 0.051 0.014 0.083
H -2.963515 3.181313 1.485231 -0.053 0.138 0.078
H -3.835528 1.874769 0.674371 -0.054 0.003 0.012
H -1.265929 3.247519 -0.234189 0.136 0.040 -0.036
H -2.858556 3.468235 -0.963327 -0.012 0.033 -0.065
C -3.618041 -2.713780 -3.905060 0.201 0.054 0.107
O -2.627817 -2.341930 -2.936038 -0.518 -0.219 -0.265
Si -0.999615 -2.385941 -3.259469 -0.457 0.046 0.301
C -0.681735 -0.859289 -4.253298 0.128 0.184 -0.267
C -0.613511 -3.833593 -4.338799 0.300 -0.404 -0.029
C -0.222034 -2.315948 -1.484373 -0.309 1.370 -0.045
Si -0.837146 -3.849634 -0.435799 -0.219 0.046 0.408
C 0.523789 -4.811883 0.390824 0.438 0.013 0.032
C -1.958338 -3.424047 1.015736 -0.104 -0.062 0.098
C -1.824995 -5.033397 -1.473267 -0.014 -0.200 -0.456
Si 1.715506 -2.556275 -1.766983 0.018 -0.085 0.087
C 2.711384 -2.503919 -0.194359 0.118 -0.134 0.206
C 2.472047 -1.314360 -2.925818 -0.048 0.192 -0.278
C 1.992516 -4.209141 -2.590001 -0.072 -0.258 -0.133
H -3.674919 -3.799672 -4.019979 0.044 0.054 0.043
H -3.419846 -2.272157 -4.887497 0.025 -0.008 0.070
H -4.591052 -2.360841 -3.564446 0.019 0.026 0.045
H -1.550006 -0.681782 -4.899964 0.094 -0.027 0.041
H 0.194646 -0.954886 -4.900068 -0.108 0.048 0.055
H -0.533470 0.014652 -3.627049 -0.035 0.029 -0.022
H -1.507826 -4.078510 -4.922686 0.108 0.075 0.016
H -0.313879 -4.733354 -3.802196 -0.085 0.115 -0.208
H 0.186802 -3.579877 -5.040966 -0.115 -0.058 0.041
H 0.907132 -4.275183 1.266101 -0.053 -0.112 -0.096
H 1.368532 -5.098128 -0.237285 -0.144 -0.065 0.159
H 0.045617 -5.732872 0.745284 0.024 0.091 0.017
H -1.435062 -3.712770 1.934592 -0.048 0.017 -0.100
H -2.873591 -4.025932 0.951127 0.118 0.033 0.040
H -2.247470 -2.388118 1.147183 0.064 -0.151 0.115
H -1.221430 -5.578639 -2.206206 -0.157 0.007 0.167
H -2.648362 -4.547543 -2.004989 0.081 -0.127 0.111
H -2.250855 -5.771615 -0.785017 0.056 0.054 -0.050
H 2.295581 -1.831295 0.549201 0.060 -0.013 0.022
H 3.724493 -2.165001 -0.442987 -0.128 -0.028 0.023
H 2.792520 -3.502191 0.245691 0.034 0.202 -0.037
H 2.360624 -0.278779 -2.608764 0.110 -0.076 -0.005
H 2.092827 -1.417489 -3.948675 0.099 0.050 0.134
H 3.545514 -1.536887 -2.955692 -0.113 0.003 -0.021
H 1.265009 -4.982001 -2.328307 0.170 0.076 -0.071
H 2.980603 -4.570408 -2.284885 -0.055 0.023 -0.028
H 1.998718 -4.108319 -3.678016 0.057 -0.044 0.118
N 2.577738 -3.627642 8.190793 -0.129 0.129 -0.341
C 2.191813 -3.255489 7.172335 0.004 -0.011 0.009
C 1.709363 -2.781267 5.892023 0.112 -0.075 0.217
C 0.395485 -2.330110 5.772102 -0.031 0.005 0.082
C -0.062676 -1.870694 4.552977 0.019 0.003 -0.011
C 0.791776 -1.860515 3.444822 -0.071 -0.026 0.036
C 2.109465 -2.314988 3.568484 0.027 -0.001 -0.019
C 2.564672 -2.774031 4.789997 0.080 -0.031 0.024
C 0.305545 -1.400870 2.187282 0.049 0.073 -0.120
C -0.095925 -0.986398 1.110953 -0.022 -0.088 -0.237
H -0.255455 -2.342837 6.637019 0.026 -0.004 -0.046
H -1.083513 -1.524322 4.448087 0.035 -0.037 0.012
H 2.769030 -2.307803 2.707816 -0.055 -0.022 0.077
H 3.581016 -3.133817 4.898058 -0.074 0.034 -0.007
C 3.586129 1.536238 4.904562 -0.053 -0.037 -0.133
O 2.762867 1.869948 3.760548 0.000 -0.114 -0.051
C 2.946532 3.079508 3.208131 -0.212 -0.034 0.038
O 3.730176 3.889769 3.610101 0.238 0.259 -0.236
C 1.868019 3.353033 2.186160 0.187 -0.479 0.248
C 1.688794 4.576804 1.681397 -0.124 0.307 -0.227
As 3.084425 5.294127 0.459474 -0.170 0.005 0.027
C 4.782413 4.412180 0.830950 -0.041 -0.089 0.099
C 2.434423 3.834895 -0.813238 0.189 0.092 -0.155
C 1.581447 2.819794 -0.600059 -0.217 -0.375 -0.093
As 1.042689 1.938531 1.116713 0.172 0.250 0.330
C 2.670239 0.840063 1.008220 -0.014 -0.038 0.132
C 1.093785 2.013797 -1.730869 0.039 -0.050 0.139
O 0.545454 0.882274 -1.630185 -0.307 -0.758 0.617
O 1.237262 2.588409 -2.884153 -0.062 0.093 -0.197
C 0.999587 1.924820 -4.142821 0.062 0.107 0.034
C 3.199129 3.931884 -2.119245 -0.175 0.247 0.120
O 4.077803 3.137756 -2.308148 0.132 -0.069 -0.047
O 2.955738 4.932665 -2.955456 -0.199 0.139 0.100
C 1.830504 5.811376 -2.700119 0.109 -0.227 -0.117
C 0.365793 5.061016 1.170223 0.213 -0.127 0.322
O 0.184650 5.626749 0.121951 0.050 0.123 -0.433
O -0.587712 4.950577 2.105749 -0.065 0.077 0.052
C -1.721995 5.821441 1.891574 0.013 -0.180 0.065
H 4.339667 0.817362 4.590179 0.009 -0.005 -0.034
H 2.930582 1.090744 5.646657 -0.045 -0.018 -0.026
H 4.067301 2.421028 5.302198 -0.001 0.097 0.010
H 5.192385 4.833690 1.741442 0.054 0.047 0.088
H 5.424428 4.669795 -0.011573 -0.017 -0.005 -0.026
H 4.719898 3.332809 0.914158 -0.007 -0.039 0.038
H 3.561170 1.462659 0.974024 0.011 0.013 0.011
H 2.607466 0.270282 0.083898 0.014 0.007 -0.057
H 2.720098 0.159873 1.853208 -0.005 -0.012 0.031
H 1.514815 2.529066 -4.878999 0.046 0.085 -0.021
H -0.064182 1.905945 -4.349067 -0.100 0.041 0.002
H 1.410325 0.925009 -4.122973 0.050 -0.076 0.028
H 1.592003 6.270289 -3.651945 0.019 -0.016 -0.085
H 2.101688 6.578268 -1.984827 0.078 0.086 0.091
H 0.975018 5.252374 -2.326574 -0.009 -0.025 0.003
H -2.373388 5.673628 2.745139 -0.011 -0.047 0.042
H -2.232076 5.582663 0.962126 -0.022 -0.049 -0.062
H -1.391631 6.854595 1.849940 0.065 0.063 -0.008
```
Forces are in eV/Å.

Highest occupied orbital energy, eV: -12.7
Orbital gap, eV: 5.545
Total charge: +2
LUMO level, eV: -7.12
Electronic energy, eV: -240087.370
ΔE to the lowest compared entry with this formula, charge and spin, kJ/mol: 334.9

Atomic partial charges in e from the Löwdin method, atoms 1 to 2: number 1, Ti, carries 1.161; number 2, C, carries -0.134